Formula: C37H38AuCl4N3O2P2
Source: the Open Molecules 2025 dataset
Level of theory: the ωB97M-V functional and the def2-TZVPD basis

Last column: Löwdin charge in e.
Cartesian coordinates (Å):
Au -0.353986 -0.194047 0.834423  0.9956
C 2.601380 -1.494571 -0.663478  -0.1988
P 1.857327 -0.158672 0.283815  0.9305
C 2.095532 1.344699 -0.723250  -0.3789
N 3.153792 1.408270 -1.486367  0.1489
C 3.342742 2.551603 -2.190542  -0.1977
C 4.450417 2.666164 -3.063715  -0.0085
C 4.631548 3.814927 -3.772811  -0.0614
C 3.731404 4.903249 -3.637361  -0.0604
C 2.670656 4.827638 -2.786263  -0.0062
C 2.450873 3.640085 -2.046922  -0.1934
N 1.367790 3.549084 -1.236875  0.1424
C 1.156736 2.414730 -0.621196  -0.3757
P -0.415744 2.196526 0.344747  0.9996
C -0.411413 3.645245 1.435407  -0.1986
C -1.757356 2.538851 -0.920176  -0.6862
C -1.570957 1.543821 -2.067935  -0.0900
C -1.722772 3.973758 -1.453249  -0.0893
C -3.102516 2.306017 -0.217172  -0.0832
C 2.861532 0.102413 1.817124  -0.6831
C 2.735103 -1.185715 2.644339  -0.0787
C 2.269469 1.281546 2.599503  -0.0947
C 4.316344 0.400841 1.449978  -0.0809
H 3.624777 -1.226123 -0.911852  0.0489
H 2.024948 -1.626964 -1.579045  0.0516
H 2.549565 -2.412942 -0.082205  0.0356
H 5.130170 1.828005 -3.147313  0.1174
H 5.473718 3.902845 -4.446753  0.1092
H 3.889178 5.799933 -4.222469  0.1094
H 1.972717 5.645905 -2.661567  0.1183
H -0.076458 4.505855 0.858735  0.0498
H 0.258002 3.467536 2.275757  0.0428
H -1.415584 3.803780 1.825001  0.0556
H -0.642558 1.729520 -2.616296  0.0807
H -2.401262 1.641169 -2.771022  0.0946
H -1.564783 0.512861 -1.714745  0.0446
H -0.746236 4.258814 -1.841882  0.0552
H -2.008957 4.689631 -0.680070  0.0810
H -2.451933 4.045349 -2.264316  0.0908
H -3.228796 1.270879 0.090666  0.0434
H -3.907947 2.568004 -0.909824  0.0964
H -3.209140 2.942059 0.665865  0.0814
H 1.686281 -1.454969 2.797091  0.0679
H 3.183491 -1.021241 3.626206  0.0961
H 3.253987 -2.022697 2.171117  0.0765
H 1.237729 1.092532 2.908981  0.0420
H 2.320886 2.206466 2.013403  0.0708
H 2.865827 1.431148 3.502368  0.0984
H 4.797273 -0.437349 0.942012  0.0783
H 4.866676 0.593476 2.373564  0.0935
H 4.405996 1.283478 0.816334  0.0705
Cl -4.072478 0.120909 6.833332  0.6416
C -3.573185 -0.000207 5.180725  -0.7196
C -4.511916 -0.174497 4.182538  -0.7249
Cl -6.200685 -0.258183 4.554058  0.6346
C -4.072314 -0.285094 2.855868  -0.5988
Cl -5.210097 -0.529092 1.558770  0.6810
C -2.736066 -0.224707 2.516585  -0.3676
O -2.361052 -0.344099 1.229233  -0.3369
C -1.764237 -0.024735 3.528182  -0.4345
O -0.515138 0.059163 3.181110  -0.2431
C -2.216685 0.073898 4.846474  -0.6138
Cl -1.007155 0.291477 6.070754  0.6625
N -0.160193 -2.217907 0.733273  -0.0020
C -0.699916 -2.915125 -0.178939  -0.3278
C -0.498786 -4.403941 -0.080613  -0.1713
C 0.646533 -4.920077 0.520227  -0.0389
C 0.808883 -6.288802 0.661195  -0.0793
C -0.181788 -7.156137 0.217730  -0.0884
C -1.327410 -6.647473 -0.376553  -0.0756
C -1.483486 -5.276763 -0.533708  -0.0221
C -1.486883 -2.455775 -1.376457  -0.2127
C -2.760733 -1.908402 -1.250368  -0.0481
C -3.482050 -1.564009 -2.388253  -0.0738
C -2.937280 -1.755814 -3.649909  -0.0902
C -1.665037 -2.301282 -3.777860  -0.0816
C -0.949261 -2.663061 -2.646514  -0.0444
H 1.397864 -4.232652 0.887907  0.0903
H 1.706481 -6.679719 1.123740  0.1019
H -0.064469 -8.225232 0.343643  0.1014
H -2.106233 -7.316392 -0.720348  0.1035
H -2.382410 -4.886178 -0.994933  0.1176
H -3.185221 -1.757767 -0.269341  0.0820
H -4.475067 -1.144095 -2.280745  0.1093
H -3.507010 -1.495705 -4.534252  0.1017
H -1.241336 -2.466233 -4.761056  0.1013
H 0.030350 -3.119736 -2.745288  0.1148

Atomic forces in eV per Å
0.128 0.124 -0.431
-0.292 0.008 -0.067
-0.257 0.404 0.163
-0.113 -0.084 -0.009
0.069 0.030 -0.034
-0.028 0.100 -0.012
0.000 -0.054 0.015
-0.001 0.073 -0.023
0.049 -0.027 -0.034
-0.041 -0.007 0.055
0.087 -0.048 -0.035
-0.003 -0.027 0.063
-0.042 0.031 0.118
-0.018 -0.174 -0.578
0.072 -0.303 0.243
0.045 -0.076 0.110
0.059 0.017 0.000
0.117 0.031 0.055
0.019 -0.018 -0.037
-0.086 -0.044 0.017
-0.094 0.006 -0.045
-0.057 0.039 -0.144
0.009 -0.105 0.021
0.055 -0.029 0.009
0.006 -0.016 -0.009
0.037 0.008 -0.002
-0.037 0.000 0.003
-0.019 0.018 0.000
0.034 -0.009 0.024
0.012 -0.032 -0.006
-0.035 0.034 0.001
-0.010 0.020 0.008
-0.006 0.024 -0.006
-0.037 0.015 -0.011
0.004 0.031 0.012
-0.014 -0.062 0.008
-0.092 -0.028 -0.015
-0.007 0.000 -0.034
-0.029 0.018 0.053
0.003 -0.044 0.030
0.049 0.013 0.013
-0.042 -0.014 -0.039
0.042 0.025 0.051
0.020 0.010 -0.023
-0.004 0.020 0.013
0.055 -0.029 0.037
0.052 -0.006 0.041
0.024 0.001 -0.026
-0.002 0.017 0.018
0.012 -0.034 -0.010
0.015 0.011 0.025
0.046 0.013 -0.057
0.128 0.012 0.048
-0.111 -0.028 -0.108
0.065 -0.003 -0.047
-0.260 -0.067 -0.163
-0.019 0.017 0.093
-0.058 0.027 -0.319
-0.119 -0.064 0.127
0.501 0.052 -0.192
0.063 0.022 0.378
0.026 0.012 0.204
-0.065 0.017 -0.020
-0.086 -0.147 0.218
0.154 0.162 0.038
-0.066 0.080 0.050
0.003 -0.024 -0.013
0.006 0.039 -0.010
-0.025 0.004 0.005
-0.003 0.022 -0.020
0.032 -0.060 -0.028
0.011 0.016 0.137
-0.027 -0.072 -0.060
0.058 -0.005 0.003
-0.011 0.008 0.010
0.003 0.012 -0.005
0.026 0.079 0.031
-0.028 -0.016 0.027
-0.016 -0.003 0.003
0.011 0.018 -0.024
0.015 -0.003 0.019
0.029 0.008 -0.004
-0.001 0.039 0.050
0.015 -0.023 0.006
0.029 0.007 0.027
0.003 0.015 0.023
-0.038 -0.025 -0.006

As for the electronic energy: -4406.6507 Eh. Its LUMO energy is -0.0585 Ha. The spin multiplicity is 1. The calculation puts the frontier orbital gap at 4.80 eV. The calculation puts the HOMO energy at -6.391 eV.

---

Formula: C37H38BCl2NO3SiTi
Source: the Open Molecules 2025 dataset
Level of theory: the ωB97M-V functional and the def2-TZVPD basis

Last column: Mulliken spin population.
Cartesian coordinates (Å):
Ti 1.336360 0.263500 0.882762  0.5441
C 4.718466 0.665870 1.049059  -0.0019
C 3.541141 0.100113 1.790853  0.0255
C 3.239512 -1.283458 1.742827  0.0887
C 2.172072 -1.819647 2.429006  0.0062
C 1.715009 -3.227550 2.198187  -0.0027
C 1.429252 -0.984035 3.315609  0.1671
C 1.738802 0.352731 3.454590  -0.1073
C 0.961812 1.252990 4.371947  0.0202
C 2.767378 0.903080 2.654415  0.1553
H 4.503531 1.674489 0.694632  0.0006
H 4.954770 0.049990 0.180808  -0.0010
H 5.604671 0.707944 1.691543  -0.0031
H 3.799636 -1.912537 1.063529  0.0200
H 0.775994 -3.203319 1.638297  0.0005
H 1.532533 -3.746746 3.141885  0.0043
H 2.444555 -3.790851 1.617352  -0.0040
H 0.593139 -1.406164 3.859866  0.0354
H 0.541727 2.089290 3.811749  -0.0059
H 1.614713 1.656998 5.149023  -0.0005
H 0.143244 0.715594 4.850614  -0.0069
H 2.960352 1.966882 2.710811  0.0139
C -2.188824 -3.483977 0.065034  0.0001
C -2.093232 -2.296400 -0.898112  -0.0006
C -0.928163 -2.539373 -1.866064  0.0023
C -3.391790 -2.190798 -1.701038  -0.0002
Si -1.711001 -0.717264 0.103769  0.0118
O -0.244822 -0.886530 0.750198  0.0458
C -2.954032 -0.556021 1.527718  -0.0017
C -4.345341 -0.552854 1.395962  -0.0003
C -5.181065 -0.425977 2.498319  -0.0001
C -4.640166 -0.295528 3.769701  -0.0001
C -3.261439 -0.291225 3.926975  -0.0004
C -2.435391 -0.421255 2.818602  -0.0351
C -1.918018 0.771604 -1.034713  -0.0001
C -0.945678 1.047058 -2.002877  0.0177
C -1.037343 2.158997 -2.826689  0.0072
C -2.114012 3.027488 -2.706231  -0.0001
C -3.091073 2.774936 -1.755588  0.0004
C -2.987701 1.662297 -0.929060  -0.0023
H -2.343178 -4.416480 -0.493084  -0.0001
H -3.019830 -3.369436 0.765976  0.0004
H -1.271480 -3.591418 0.648568  0.0003
H -1.076068 -3.486415 -2.400926  0.0000
H 0.025765 -2.592565 -1.335725  -0.0008
H -0.854917 -1.747374 -2.615672  0.0006
H -3.520498 -3.082471 -2.327985  0.0003
H -3.389793 -1.317819 -2.358457  0.0000
H -4.266617 -2.125301 -1.050297  -0.0002
H -4.795337 -0.636947 0.413352  0.0002
H -6.256534 -0.422491 2.363994  0.0001
H -5.290100 -0.192128 4.630463  0.0000
H -2.829350 -0.181255 4.915368  0.0001
H -1.358334 -0.408010 2.939546  0.0249
H -0.068600 0.417746 -2.087365  -0.0192
H -0.246785 2.361157 -3.539811  0.0004
H -2.176977 3.909370 -3.332704  -0.0001
H -3.922673 3.459899 -1.635581  0.0000
H -3.740888 1.512039 -0.164376  0.0000
O 2.779722 -1.900710 -1.174834  0.0037
B 2.260947 -0.560865 -1.048387  -0.0186
O 2.296311 -0.010563 -2.360756  -0.0047
C 2.771573 -0.960954 -3.207270  -0.0030
C 2.959267 -0.890489 -4.569641  0.0010
C 3.459585 -2.030984 -5.201542  0.0001
C 3.753403 -3.182820 -4.482448  0.0005
C 3.559059 -3.242465 -3.100345  0.0011
C 3.065582 -2.112205 -2.487761  0.0011
H 2.722791 0.012079 -5.117296  0.0000
H 3.617500 -2.017453 -6.272629  0.0001
H 4.136074 -4.052321 -5.001993  0.0002
H 3.778709 -4.136539 -2.531663  0.0000
Cl -1.487652 2.947511 1.960232  0.0009
C -0.580038 3.813957 0.748740  -0.0041
C -0.988079 5.085982 0.405565  0.0008
C -0.291424 5.800956 -0.559563  -0.0019
C 0.817944 5.219051 -1.157843  0.0009
C 1.212092 3.944270 -0.802598  -0.0076
Cl 2.602785 3.253232 -1.587923  0.0010
C 0.535033 3.156744 0.161786  0.0261
N 0.880592 1.909118 0.477148  0.0023
H -1.858839 5.507282 0.890852  -0.0001
H -0.606492 6.797160 -0.840254  -0.0001
H 1.386172 5.750585 -1.910130  0.0000

Atomic forces in eV per Å
-0.064 -0.204 0.101
-0.011 0.008 -0.005
0.054 0.003 0.025
-0.031 0.018 -0.004
0.007 0.013 0.016
0.001 0.004 -0.005
0.009 0.023 0.002
0.002 0.009 -0.021
0.001 -0.007 -0.015
-0.030 0.002 -0.004
-0.005 -0.003 0.001
0.002 -0.001 0.000
0.003 0.001 0.006
-0.009 0.000 -0.008
-0.004 -0.004 0.002
0.005 -0.003 0.000
-0.001 0.001 -0.004
-0.011 0.006 -0.011
-0.006 0.008 -0.003
-0.005 -0.003 0.005
-0.001 0.001 0.002
0.008 0.001 -0.013
0.002 -0.003 -0.010
-0.020 -0.003 0.026
0.009 0.003 0.015
0.017 -0.002 -0.010
-0.076 -0.121 -0.024
0.027 0.124 -0.068
0.028 0.016 0.021
-0.001 0.007 0.004
-0.002 0.007 -0.004
-0.001 -0.002 -0.002
0.005 -0.003 0.009
-0.017 0.005 -0.020
0.060 0.061 0.021
-0.009 -0.004 0.007
0.014 0.008 0.002
-0.002 -0.005 0.002
-0.006 0.000 -0.003
-0.009 -0.011 -0.006
0.003 0.000 0.001
-0.001 0.000 0.002
0.001 -0.002 0.001
-0.001 0.003 -0.005
-0.003 0.003 -0.006
0.007 0.004 -0.005
0.000 -0.003 0.004
0.000 -0.002 0.003
-0.008 -0.001 -0.005
-0.003 -0.004 -0.004
0.001 -0.001 -0.002
0.003 -0.001 0.002
-0.001 0.003 -0.002
0.000 -0.009 0.011
-0.022 0.008 -0.004
-0.001 0.002 -0.001
0.003 0.002 0.002
0.000 0.000 -0.002
-0.001 -0.004 0.004
0.010 0.033 -0.012
-0.045 -0.041 0.010
-0.018 0.027 0.014
0.001 -0.024 -0.012
0.003 0.004 0.010
-0.002 0.000 -0.005
0.001 -0.004 0.007
0.003 0.002 -0.002
-0.001 0.011 -0.011
0.000 -0.002 -0.002
0.001 0.000 0.001
0.001 0.001 -0.001
-0.002 0.001 0.003
0.001 0.026 0.012
0.021 -0.022 -0.001
0.006 -0.020 -0.008
0.012 0.011 -0.010
-0.011 -0.002 0.009
0.018 0.011 -0.020
0.003 0.014 0.000
-0.234 -0.046 0.028
0.327 0.071 -0.035
0.001 0.000 0.002
-0.004 0.001 0.002
-0.002 0.000 -0.004

As for the electronic energy: -3797.6966 Eh. Its LUMO energy (alpha / beta) is 0.0873 / 0.0863 Ha. The spin multiplicity is 2. The calculation puts the frontier orbital gap (alpha / beta) at 5.17 / 6.62 eV. As for the expectation value of S²: 0.76. The calculation puts the HOMO energy (alpha / beta) at -2.792 / -4.276 eV. As for the net charge: -1.

---

One value per record, in order, for energy relative to the best compared isomer or geometry (same formula, charge and spin): 55.3, 4.9 kJ/mol.